1.
Formula: C7H9CdO5P
Source: the Open Molecules 2025 dataset
Level of theory: the ωB97M-V functional and the def2-TZVPD basis

Element x y z (Å)
Cd -0.917109 -0.633309 0.646691
P -2.551735 2.248146 0.428876
O -0.783615 -1.018066 -3.377301
O -0.166579 -3.883167 0.926135
O 1.437127 0.559022 2.639366
O -1.227079 1.708047 -0.109715
O 4.071062 1.570679 -2.017727
C -2.221291 3.942777 1.067481
C -3.006500 1.124502 1.749671
C -0.265376 -2.776949 0.675272
C -3.841997 2.275405 -0.863411
C 0.858871 0.257764 1.686006
C 3.214346 0.941434 -1.573414
C -0.530593 -0.853046 -2.284106
H -3.858684 1.688314 2.108870
H -2.173856 1.075660 2.449968
H -3.123183 4.252852 1.611940
H -4.794263 2.538898 -0.398637
H -4.005288 1.275893 -1.279425
H -3.231838 0.147586 1.311206
H -1.973845 4.734090 0.336534
H -1.400455 3.888656 1.801306
H -3.723938 2.966266 -1.708880

Atoms 1-6, force components in eV/Å:
Cd 0.01 2.04 -2.07
P 1.13 1.66 -1.82
O 0.66 0.44 2.19
O -0.06 3.55 -1.01
O -2.30 -1.11 -4.41
O 0.70 -2.42 0.20

## Properties
Net charge ... +2
Energy relative to the best compared isomer or geometry (same formula, charge and spin) ... 1.5512 eV
HOMO-LUMO gap ... 7.95 eV

***

2.
Formula: C16H34FINO7S5
Source: the Open Molecules 2025 dataset
Level of theory: the ωB97M-V functional and the def2-TZVPD basis

Element x y z (Å)
I -3.354878 -1.175837 1.451832
S 1.863541 -0.667632 2.057432
S 1.342394 2.835466 5.436507
S 5.342504 0.508188 0.363126
S -6.190761 -1.497509 -1.786300
S -0.117501 -2.790362 -4.466118
F 1.365590 0.938362 -2.804583
O -0.861545 -2.207087 -3.306711
O -1.331314 -1.292282 3.585998
O 0.489888 1.830346 -0.146702
O 5.609113 1.001568 1.673687
O -5.560933 -1.616995 -0.439244
O 1.225108 2.912386 3.946973
O 6.362563 0.074229 -0.530655
N 2.127729 0.102010 -0.341707
C 0.703672 0.478553 -0.138532
C -1.640109 -0.697668 2.601572
C 4.185007 -0.876981 0.568244
C 2.165053 3.594881 -0.394069
C 2.757412 -0.472446 0.644201
C 1.224965 1.085244 5.793200
C 0.001616 0.701071 -2.538186
C -0.763230 0.408417 2.029710
C -0.110729 -0.136499 -1.287426
C 3.081530 3.020700 5.829564
C 0.319567 -0.253480 1.181220
C -5.953819 0.202727 -2.307957
C -7.956792 -1.383701 -1.505446
C -1.263554 -3.879960 -5.306063
C 0.938512 -4.078779 -3.799536
C 1.415612 2.684436 0.573128
H -4.889527 0.343126 -2.485707
H 1.813186 3.414046 -1.410070
H 1.943040 0.583995 5.142979
H -0.336634 0.943483 2.881998
H -8.457596 -1.168391 -2.449062
H -2.036309 -3.258341 -5.752709
H 3.359378 4.047379 5.601418
H -1.705252 -4.562581 -4.580905
H -8.154896 -0.602929 -0.771889
H 4.489697 -1.330567 1.512269
H 0.341683 -4.749650 -3.182165
H 3.245051 3.444254 -0.368819
H -1.158861 -0.156567 -0.976187
H 1.408310 -4.621025 -4.619509
H 1.706138 -3.597245 -3.196871
H 1.967712 4.641792 -0.173508
H 0.806128 3.264587 1.263799
H -0.512804 1.654636 -2.453798
H 0.210606 0.783584 5.536493
H -6.506888 0.377846 -3.230392
H 3.233189 2.826243 6.891028
H -0.410935 0.149600 -3.379525
H 3.665565 2.331240 5.219911
H -6.294023 0.872340 -1.518444
H -8.288588 -2.346832 -1.124246
H -1.331557 1.090185 1.400191
H -0.734449 -4.426561 -6.086091
H -0.037436 -1.237393 0.860343
H 4.366006 -1.596232 -0.231483
H 1.414602 0.852617 6.840093
H 0.234314 -1.150773 -1.477624
H 2.085665 2.084993 1.193221
H 2.581999 0.336942 -1.219470
H 4.567276 1.410833 -0.292425

Atoms 1-6, force components in eV/Å:
I -0.04 0.02 -0.18
S -0.07 -0.14 0.33
S -0.05 0.05 0.05
S 0.06 -0.16 -0.03
S 0.00 -0.05 -0.03
S -0.04 -0.01 -0.06

## Properties
Net charge ... +1
HOMO-LUMO gap ... 7.12 eV

***

3.
Formula: HO3P2S2
Source: the Open Molecules 2025 dataset
Level of theory: the ωB97M-V functional and the def2-TZVPD basis

Element x y z (Å)
S -1.575156 -0.843380 -1.090244
S -1.649198 -3.020219 -1.493333
P -2.144511 -1.358327 0.875727
P -0.636106 -3.186944 0.372930
O -1.818006 -0.314021 1.858537
O -0.237297 0.688738 -0.808798
O -0.806003 -4.500907 0.993376
H -0.347727 0.838020 0.138433

Atoms 1-6, force components in eV/Å:
S 1.10 0.48 -0.55
S -0.32 0.05 0.08
P -0.43 -0.23 -0.54
P 0.52 0.65 -0.72
O 0.26 0.85 0.72
O -1.14 -0.58 0.10

## Properties
Net charge ... -1
Energy relative to the best compared isomer or geometry (same formula, charge and spin) ... 4.3701 eV
HOMO-LUMO gap (spin up / spin down) ... 6.27 / 5.78 eV

***

4.
Formula: C32H26F8NO19P
Source: the Open Molecules 2025 dataset
Level of theory: the ωB97M-V functional and the def2-TZVPD basis

Element x y z (Å)
P -4.160097 -0.264900 -0.895632
F -5.319366 -5.300407 2.196155
F -7.113190 -3.959128 2.392042
F -10.445684 -2.774018 6.072400
F 4.148800 -1.803994 -4.299554
F 3.737812 2.339752 -3.548560
F 4.679087 3.254928 -9.224761
F -5.711514 -4.367243 4.141977
F -3.752647 1.411162 6.551507
O 4.177221 4.815553 -7.681422
O -1.112952 4.731274 5.283781
O 7.173865 0.131259 -5.270456
O -1.637266 -1.272476 5.031601
O -0.675540 2.930413 6.568541
O -3.692702 -1.447986 -2.028440
O -5.751614 0.178841 -1.212319
O 6.284784 -4.404606 -1.418837
O -2.694912 3.148735 5.589095
O 7.068731 -3.198380 -3.152842
O 5.345592 0.894690 -4.179410
O -8.449616 -0.855443 4.041148
O 6.806039 2.345460 -5.085195
O -2.134156 1.206451 0.904562
O 4.303447 6.775352 -6.566105
O 4.894918 -3.061535 -2.585785
O -9.551585 1.108829 4.140936
O -10.407091 -0.720231 5.152293
O 5.165434 6.601688 -8.640419
N 5.132880 -2.067025 0.653341
C 4.529627 6.128972 -7.534838
C 5.078096 2.165788 -3.612164
C 4.289057 4.542915 -9.066369
C 1.042976 -1.539589 3.469093
C 6.426487 -2.390206 -4.142302
C -5.825274 -4.151619 2.792373
C -1.495375 1.868601 7.050249
C 2.185407 -1.285653 2.604989
C -3.005282 -0.958264 1.657355
C -2.814837 -1.675304 2.936519
C -8.660716 -2.110576 4.681936
C 5.361399 5.492536 -9.513170
C 3.268749 -0.392316 0.432800
C -10.138310 -2.092439 4.941818
C -0.453330 -0.333096 1.750619
C -1.899556 0.120691 1.357334
C -0.265402 -1.065630 3.016011
C 5.702951 3.107427 -4.596429
C 0.693914 -0.082124 0.889731
C -2.573125 1.803912 6.010252
C -4.090652 -1.237802 0.729044
C 6.102777 -3.629922 -2.304651
C 6.503786 1.037981 -4.883648
C -1.576077 -1.314147 3.827233
C -3.770032 -2.707791 3.290184
C -5.050185 -2.283593 1.096214
C -9.475117 -0.041293 4.419048
C 5.179206 -1.960424 -3.431310
C -4.865247 -2.988738 2.355561
C -1.460897 3.705713 5.768536
C 1.983628 -0.581599 1.328233
C 3.923710 -1.821340 0.339150
H 6.215809 -2.996804 -5.026811
H 5.035652 3.352987 -5.425962
H 5.292524 -1.058551 -2.828728
H -6.392489 -0.310528 -0.661646
H 5.249586 5.788642 -10.555310
H 3.320958 4.696443 -9.549147
H -8.361123 -2.934405 4.038152
H 7.062796 -1.546854 -4.438897
H -1.881992 2.127284 8.038879
H 6.039910 4.032949 -4.131781
H 0.514717 0.458244 -0.063515
H 5.337839 -3.067512 0.539377
H -8.073561 -2.151740 5.602541
H -2.332693 1.172252 5.153214
H 1.117116 -2.085449 4.441902
H 6.365965 5.088500 -9.367735
H 5.502851 2.216053 -2.606292
H -3.304339 -1.013918 -2.805266
H -0.931860 0.939337 7.125464
H -10.746692 -2.462593 4.112753
H -3.611734 -3.268020 4.236421
H -5.903415 -2.561511 0.436876
H 2.890762 -0.156010 -0.603696
H 3.192594 -1.658106 2.898720
H 3.970554 0.375310 0.832988
H 3.269229 -2.684085 0.018456

Atoms 1-6, force components in eV/Å:
P 1.16 1.30 -1.18
F -1.30 1.00 0.63
F 1.29 -0.55 0.79
F -0.15 -0.07 -0.03
F -0.14 0.09 0.10
F 0.00 -0.10 0.15

## Properties
Net charge ... 0
HOMO-LUMO gap ... 7.63 eV
SMILES string ... [H]/N=C/Cc1ccc2c(c1)C(=O)c1c(cc(C(F)(F)F)cc1P(O)O)C2=O.O=C1OC[C@@H](F)O1.O=C1OC[C@@H](F)O1.O=C1OC[C@@H](F)O1.O=C1OC[C@@H](F)O1.O=C1OC[C@@H](F)O1

***

5.
Formula: C2H8S
Source: the Open Molecules 2025 dataset
Level of theory: the ωB97M-V functional and the def2-TZVPD basis

Element x y z (Å)
S -0.734461 -1.637807 -2.924019
C -0.694970 2.062559 2.957593
C 0.874078 -1.886276 -2.071642
H -0.008871 1.234117 3.018333
H -1.275199 1.981738 2.042574
H -0.188664 3.022365 2.997651
H 0.831116 -1.543752 -1.045573
H 1.618809 -1.328836 -2.630646
H -1.356660 2.073540 3.823047
H 1.173333 -2.927240 -2.153878
H -0.238511 -1.050409 -4.013440

Atoms 1-6, force components in eV/Å:
S 0.15 -0.06 0.36
C -0.44 0.44 0.25
C -0.04 -0.08 -0.86
H 0.30 -0.15 0.09
H -0.06 0.06 0.00
H 0.31 -0.04 -0.27

## Properties
Net charge ... 0
Energy relative to the best compared isomer or geometry (same formula, charge and spin) ... 0.1325 eV
HOMO-LUMO gap ... 10.00 eV
SMILES string ... CS.C

***

6.
Formula: C33H24N4NiO4S3
Source: the Open Molecules 2025 dataset
Level of theory: the ωB97M-V functional and the def2-TZVPD basis

Element x y z (Å)
Ni -0.406787 -0.333387 -0.244785
S -2.507969 -3.941962 -5.789535
S -2.690058 -0.579313 -1.085237
S -2.759520 -1.596964 -3.951349
O -1.088822 3.460803 -1.352649
O -1.127902 1.031689 1.213824
O 0.574304 -1.555276 -2.882403
O -0.255238 1.403474 -1.158665
N 1.379739 -0.248772 0.923596
N -2.493405 -3.916807 -3.062029
N -0.638966 -1.954911 1.195902
N -2.500332 -3.124741 -1.932731
C -0.648061 3.371472 1.556954
C 0.310442 2.978387 2.486832
C 2.412335 0.540217 0.643251
C -1.711264 -2.737987 1.301221
C -1.285590 -7.072294 -1.576996
C 0.362995 -1.233714 -1.830609
C -0.859063 4.735783 1.365173
C -0.145477 5.670978 2.093631
C -3.608708 3.538307 0.084695
C -1.437754 2.349477 0.736008
C -3.056667 -6.248626 -3.555358
C -1.998613 -8.015731 -2.303440
C -4.974422 3.731015 0.228921
C -2.882142 -7.598104 -3.287196
C -1.447996 -5.721880 -1.838584
C 2.475887 -0.983707 2.895653
C 0.175017 -1.825810 2.255236
C -0.900238 2.426508 -0.742352
C -2.590709 -3.298582 -4.268996
C -5.709202 2.957930 1.114548
C -2.032406 -3.402101 2.476980
C 1.388148 -0.992392 2.032897
C -0.101779 -2.421587 3.475087
C 1.023310 3.918366 3.223386
C -2.330387 -5.314978 -2.831734
C -2.949555 2.564868 0.832554
C -2.636940 -1.876030 -2.231666
C -3.698769 1.782065 1.706926
C 3.525921 0.617941 1.462272
C -1.229811 -3.221474 3.586458
C -5.064641 1.976662 1.849543
C 3.555567 -0.165181 2.603890
C 0.797301 5.269039 3.031400
H -1.866892 -9.070809 -2.102660
H -5.624791 1.347983 2.530040
H -6.775497 3.109791 1.220666
H -1.051364 1.035488 2.173015
H -5.467179 4.487556 -0.368308
H -3.231877 0.987947 2.273534
H -3.055977 4.112810 -0.643071
H -2.329935 -2.829379 0.419323
H 1.353799 6.003713 3.598453
H 2.489930 -1.614708 3.771944
H -1.470286 -3.695048 4.529090
H 1.760957 3.584033 3.942302
H 4.343234 1.275700 1.204701
H -3.447763 -8.326432 -3.853323
H -0.898246 -4.977452 -1.279650
H 2.321357 1.136041 -0.257617
H 4.412643 -0.143182 3.263748
H -2.911170 -4.030220 2.507824
H -3.745132 -5.923232 -4.319393
H -1.575010 5.065080 0.628331
H -0.326656 6.724582 1.924742
H 0.553702 1.933397 2.641859
H 0.540955 -2.256852 4.327387
H -0.594970 -7.387977 -0.805562

Atoms 1-6, force components in eV/Å:
Ni -0.62 0.00 0.65
S -0.02 -0.01 0.02
S 0.11 0.05 0.04
S -0.03 0.05 0.06
O 0.05 0.03 0.04
O -0.14 -0.05 -0.05

## Properties
Net charge ... 0
Energy relative to the best compared isomer or geometry (same formula, charge and spin) ... 0.4580 eV
Multiplicity ... 3
HOMO-LUMO gap (spin up / spin down) ... 6.28 / 6.37 eV

***

| no. | total energy (eV) |
| --- | --- |
| 1 | -31477.1020 |
| 2 | -97950.8756 |
| 3 | -46408.2855 |
| 4 | -105025.8336 |
| 5 | -13038.6284 |
| 6 | -122311.6231 |